Entry one
C4H4O2S | the ωB97M-V functional and the def2-TZVPD basis

Each line ends with the natural charge from an NBO analysis.
Atoms and positions in Å:
1 C -1.0268 -0.4851 -0.5142  0.09
2 H 3.2362 0.5193 0.5072  0.22
3 C 2.1814 0.7508 0.5163  -0.42
4 H -3.1666 -0.5564 -0.8278  0.13
5 C -2.4160 0.0216 -0.2323  0.37
6 S -0.7329 -1.6508 -1.5923  0.01
7 C 1.2515 -0.1574 0.2999  0.12
8 H 1.9562 1.7812 0.7128  0.21
9 O -2.6764 0.8493 0.5668  -0.45
10 H 1.5094 -1.2098 0.2957  0.20
11 O -0.1160 0.1373 0.2678  -0.48

Total charge = 0
SMILES = C=COC(=S)C=O
Multiplicity = 1
Orbital gap = 8.502 eV


Entry two
C4H4O2S | the ωB97M-V functional and the def2-TZVPD basis

Each line ends with the natural charge from an NBO analysis.
Atoms and positions in Å:
1 C -0.3993 -1.0093 -0.0316  -0.44
2 H -0.3621 -2.1371 0.0663  0.32
3 C 1.6922 0.5952 -0.0617  -0.75
4 S -2.2782 0.9829 -0.0464  0.67
5 H 2.5224 0.1089 -0.5066  0.27
6 C 0.4573 -0.0918 -0.0149  0.47
7 O -2.7351 -1.5738 -0.0147  -0.55
8 H 1.6614 1.5420 -0.4846  0.28
9 H 2.1864 0.7262 0.9132  0.26
10 O -0.8726 1.5843 0.1758  -0.84
11 C -1.8724 -0.7276 0.0052  0.31

Total charge = 0
Multiplicity = 1
Orbital gap (spin up / spin down) = 7.124 / 7.125 eV


Entry three
C4H4O2S | the ωB97M-V functional and the def2-TZVPD basis

Each line ends with the natural charge from an NBO analysis.
Atoms and positions in Å:
1 C -1.4065 -0.8560 0.0287  0.79
2 O -1.7385 0.7008 -0.1984  -0.75
3 S -0.6627 1.8170 0.2252  0.56
4 C 0.8371 1.0417 -0.4800  -0.63
5 H 1.6664 1.7187 -0.2950  0.24
6 C -0.0621 -1.0652 0.4858  -0.38
7 C 0.9614 -0.2253 0.2782  -0.06
8 H 0.6940 0.8903 -1.5503  0.24
9 O -2.2953 -1.5791 -0.2451  -0.47
10 H 0.0785 -1.9683 1.0603  0.24
11 H 1.9277 -0.4747 0.6906  0.22

Total charge = 0
SMILES = O=C1C=CCSO1
Multiplicity = 1
Orbital gap (spin up / spin down) = 8.241 / 8.241 eV


It turns out entry three is the most stable, with the second structure 0.0147 hartree higher.


Entry one
C4H10O3 | the ωB97M-V functional and the def2-TZVPD basis

Each line ends with the natural charge from an NBO analysis.
Atoms and positions in Å:
1 C -1.0973 -0.1595 -1.5682  0.45
2 H -0.8368 -0.6306 0.4384  0.23
3 H -0.6841 2.2864 1.8100  0.16
4 H 0.0143 2.1601 -0.5548  0.22
5 H 0.6155 -4.4793 -2.0078  0.47
6 H 1.3762 -5.0498 -0.7980  0.47
7 H -1.8988 0.6890 0.2065  0.23
8 H -1.8813 -0.9125 -1.7643  0.10
9 O 0.9984 -4.2407 -1.1532  -0.94
10 O -0.4271 0.2426 -2.4802  -0.52
11 H 1.5597 2.5677 2.6699  0.47
12 H 1.1588 0.8807 -0.1335  0.22
13 C 0.2015 1.6997 1.5380  -0.05
14 C -0.9353 0.2876 -0.1612  -0.52
15 H 0.3131 0.8153 2.1580  0.16
16 C 0.1733 1.2907 0.0758  -0.42
17 O 1.3500 2.5528 1.7245  -0.73

Total charge = 0
SMILES = O=CCCCO.O
Multiplicity = 1
Orbital gap = 10.566 eV


Entry two
C4H10O3 | the ωB97M-V functional and the def2-TZVPD basis

Each line ends with the natural charge from an NBO analysis.
Atoms and positions in Å:
1 H -2.2071 -0.4017 0.2655  0.49
2 C 1.1680 1.1010 0.4344  -0.21
3 H -3.0835 0.7947 0.1797  0.46
4 H 2.2409 -1.7273 -1.1559  0.21
5 O -2.5069 0.2851 -0.4080  -0.97
6 H 0.4596 2.9501 -0.1527  0.20
7 H 2.6555 -1.1497 0.6260  0.22
8 H 1.8172 0.8050 1.3421  0.20
9 O 0.3633 -0.0076 -1.5701  -0.71
10 H -0.2037 2.3683 1.4618  0.21
11 H -0.7364 -1.9651 -0.0326  0.49
12 C 2.0707 -0.9954 -0.3201  -0.49
13 H -0.3025 0.7109 -1.7067  0.52
14 H -1.9936 -2.7664 0.2333  0.47
15 C 1.2162 0.0318 -0.5165  0.25
16 O -1.3372 -2.1850 0.7247  -0.95
17 C 0.3796 2.1513 0.5953  -0.40

Total charge = 0
SMILES = C=CC(=C)O.O.O
Multiplicity = 1
Orbital gap = 7.970 eV


Entry three
C4H10O3 | the ωB97M-V functional and the def2-TZVPD basis

Each line ends with the natural charge from an NBO analysis.
Atoms and positions in Å:
1 H 2.3259 -0.6282 -0.6088  0.19
2 O 3.0708 1.2684 -0.3283  -0.71
3 C 0.7245 0.7748 -0.2906  0.56
4 H 2.5817 1.9417 0.1766  0.49
5 H 2.0493 0.4906 -1.9501  0.19
6 H -2.8231 -1.2256 -0.6884  0.17
7 H 0.1466 -0.5291 2.4604  -0.03
8 O 0.5968 1.7780 0.3747  -0.53
9 O -1.5503 0.2011 0.1427  -0.52
10 H -2.0497 -1.6863 0.8566  0.17
11 C -2.4788 -0.8475 0.2856  -0.25
12 C 2.0965 0.4205 -0.8501  -0.16
13 H -0.0869 -1.1952 -0.3192  0.19
14 H -3.3323 -0.4442 0.8341  0.20
15 H -0.6153 -0.1770 -1.6686  0.20
16 C -0.4212 -0.1754 -0.5805  -0.17
17 H -0.2344 0.0333 2.1540  0.02

Total charge = 0
SMILES = COCC(=O)CO.[H][H]
Multiplicity = 1
Orbital gap = 11.003 eV


It turns out entry one is the most stable, with the second structure 0.0449 hartree higher.


Entry one
C4H10O3 | the ωB97M-V functional and the def2-TZVPD basis

Each line ends with the natural charge from an NBO analysis.
Atoms and positions in Å:
1 C 0.5489 1.2652 0.6248  -0.10
2 H 0.0020 -1.3577 -0.9560  0.22
3 H 2.3102 1.4217 -0.6301  0.18
4 C 1.9729 0.8748 0.2549  -0.09
5 O 0.0996 0.3495 1.6127  -0.75
6 O 2.0254 -0.5057 -0.0458  -0.72
7 C -1.0476 -1.6635 -0.9912  -0.28
8 H 1.5936 -0.9182 0.7197  0.48
9 H -0.7254 -0.0461 1.2976  0.49
10 H -2.9321 0.7963 -0.0801  0.07
11 H -0.0860 1.2180 -0.2719  0.16
12 O -1.8033 -0.7041 -0.2158  -0.51
13 H -1.1820 -2.6341 -0.5115  0.19
14 H 2.6518 1.1150 1.0872  0.16
15 C -2.5091 0.1584 -0.8963  0.09
16 H 0.5120 2.2911 1.0148  0.17
17 H -1.4308 -1.6607 -2.0130  0.21

Total charge = 0
Multiplicity = 1
Orbital gap = 9.522 eV


Entry two
C4H10O3 | the ωB97M-V functional and the def2-TZVPD basis

Each line ends with the natural charge from an NBO analysis.
Atoms and positions in Å:
1 H -0.9851 1.2011 -0.3763  0.22
2 H 0.0102 -1.5276 1.1091  0.22
3 H 1.8083 -0.1798 -2.3004  0.49
4 O 1.7990 1.6936 -0.5464  -0.72
5 C -0.6573 -0.5663 0.9970  -0.51
6 H 2.3376 -1.2551 -1.2944  0.46
7 H 0.1340 -0.2650 -0.8853  0.23
8 H -0.6533 -0.0289 1.9679  0.21
9 H 1.7570 0.2172 0.9482  0.18
10 O 2.0443 -1.1355 -2.1680  -0.95
11 H -2.1533 -1.8085 -0.0973  0.09
12 C -0.1563 0.4292 -0.0879  -0.43
13 H 1.4609 2.6173 -0.4950  0.47
14 H 0.7691 1.7520 1.3656  0.17
15 O -3.0683 -0.5426 1.0918  -0.51
16 C 1.0986 1.0554 0.5127  -0.07
17 C -2.0658 -1.0595 0.7514  0.45

Total charge = 0
SMILES = O=CCCCO.O
Multiplicity = 1
Orbital gap = 10.352 eV


It turns out entry two is the most stable, with the second structure 0.0858 hartree higher.


Entry one
C6H8O4 | the ωB97M-V functional and the def2-TZVPD basis

Each line ends with the natural charge from an NBO analysis.
Atoms and positions in Å:
1 C 0.9315 -2.0209 3.5042  -0.24
2 H 1.2980 -1.4407 4.1789  0.16
3 C -0.3944 1.1162 -1.4172  0.72
4 O 0.6412 -0.8551 2.6692  -0.48
5 H -1.1524 1.7123 -4.4128  0.16
6 C -0.9177 2.0376 -3.5994  -0.22
7 H -1.7133 2.6755 -3.2887  0.19
8 O 0.4312 -2.3242 0.9692  -0.57
9 H 0.0186 1.2036 1.1395  0.27
10 H 1.5852 -2.9688 3.1906  0.24
11 C 0.4322 -1.2327 1.4477  0.76
12 O -0.5706 0.8631 -2.7864  -0.53
13 C 0.1568 0.0664 0.6293  -0.21
14 H -0.2498 -2.5364 4.2224  0.16
15 H -0.1818 -1.1015 -1.2979  0.27
16 H 0.1160 2.6411 -3.3316  0.19
17 C -0.0743 -0.0591 -0.7608  -0.29
18 O -0.3566 2.2235 -1.0561  -0.57

Total charge = 0
Multiplicity = 1
Orbital gap = 9.811 eV


Entry two
C6H8O4 | the ωB97M-V functional and the def2-TZVPD basis

Each line ends with the natural charge from an NBO analysis.
Atoms and positions in Å:
1 C -1.4394 -0.3503 2.1245  -0.39
2 C -0.7780 -0.5007 0.9757  0.10
3 H 2.0007 -0.7567 1.9299  0.25
4 H -2.1634 -1.0893 2.4509  0.22
5 H 2.7471 0.1597 0.5932  0.24
6 O -0.8813 -1.5978 0.1130  -0.47
7 C 0.0086 0.9576 -2.3198  -0.26
8 C 0.6580 0.4368 0.7902  0.64
9 H 1.7861 -1.2952 0.2428  0.24
10 C 1.8769 -0.4291 0.8966  -0.73
11 H 0.9959 1.0702 -2.7707  0.20
12 H -0.6998 0.6411 -3.0855  0.21
13 H -1.3012 0.5340 2.7362  0.23
14 O 0.5976 1.6243 0.9812  -0.56
15 C -1.1215 -0.6540 -0.8938  0.96
16 O -2.1076 -0.6198 -1.6026  -0.54
17 H -0.2993 1.9039 -1.8695  0.20
18 O 0.1204 -0.0346 -1.2924  -0.53

Total charge = 0
Multiplicity = 1
Orbital gap = 9.728 eV


It turns out entry two is the most stable, with the second structure 0.0974 hartree higher.